Entry 1:
ORCA calculation (the ωB97M-V functional and the def2-TZVPD basis) on 2 unconnected molecules or ions with the total composition C3H12N2 in a non-equilibrium geometry.

Structure (XYZ):
```
17
C3H12N2 (the ωB97M-V functional and the def2-TZVPD basis)
N -2.42692 -0.32647 0.43422
N 2.52970 0.77048 -0.84871
C 0.94841 -0.40548 -0.28276
C -0.12527 0.44235 0.11530
C -0.99320 -0.67512 0.75149
H 1.60431 -0.64340 0.64348
H -0.82154 -1.72858 0.53244
H -0.86324 0.72452 -0.68007
H 3.43022 0.29930 -1.09604
H 2.44125 1.36163 -1.76383
H 0.91293 -0.99007 -1.18378
H -3.22309 -0.39137 1.13862
H 0.05992 1.35428 0.65552
H -0.92214 -0.50570 1.82443
H -2.71430 -0.93692 -0.32763
H -2.38734 0.59671 -0.16794
H 2.78397 1.58107 -0.17794
```

Values from the calculation:
HOMO level	-20.99	eV
relative energy (zero: lowest compared OMol25 entry of this formula, charge and spin)	311.7	kJ/mol
charge	+2
frontier orbital gap	12.35	eV



Entry 2:
ORCA calculation (the ωB97M-V functional and the def2-TZVPD basis) on a molecular structure, C49H57MoN6PS in a non-equilibrium geometry.

Structure (XYZ):
```
115
C49H57MoN6PS (the ωB97M-V functional and the def2-TZVPD basis)
Mo 13.06076 12.24356 12.93251
S 13.79486 10.06297 11.54328
P 15.44948 12.62345 9.47195
N 11.44692 9.61067 12.81272
N 11.55284 11.91725 14.26483
N 14.28226 8.31063 16.12200
N 10.38843 11.21672 14.18835
N 12.58619 13.49378 11.32268
N 13.65970 13.61870 14.55086
C 8.95942 8.39951 12.53324
C 11.35804 8.37761 12.16256
C 15.68963 17.32537 14.73197
C 8.57773 13.97378 9.89068
C 13.13990 13.07763 15.71531
C 11.19364 13.47091 10.98477
C 14.82221 8.89151 17.44579
C 15.07631 15.36027 13.43401
C 18.38521 12.82440 8.98815
C 12.90678 15.77837 10.55908
C 11.62523 11.90127 9.04149
C 17.19430 13.23315 9.93927
C 14.10976 16.35168 8.61505
C 7.24289 14.39798 9.40343
C 12.75325 12.98381 18.13371
C 13.29700 14.41478 10.48579
C 9.01933 9.57689 13.19081
C 15.05534 11.30376 13.84528
C 10.15619 7.78009 12.03200
C 11.12593 11.99340 16.65462
C 16.46760 9.59442 14.83753
C 17.49979 11.41270 13.74871
C 13.55749 13.35890 17.04468
C 14.09216 15.77876 15.65252
C 15.18162 10.11672 14.52684
C 14.47767 12.23871 6.67729
C 14.24473 14.89118 14.52630
C 13.07151 7.51519 16.47457
C 17.63913 10.23341 14.42020
C 15.71592 12.11513 7.62467
C 13.95071 9.36580 15.04903
C 14.28633 14.01467 9.47526
C 11.51088 12.34140 17.93316
C 16.22235 10.64586 7.46854
C 10.79316 12.90307 9.74352
C 8.95757 14.42292 11.18680
C 12.49650 10.49854 12.51750
C 9.59860 13.28210 9.16559
C 14.53124 17.29071 7.55443
C 14.91132 16.88961 15.79725
C 13.21585 16.71486 9.60605
C 16.22618 11.93659 13.48930
C 10.30026 10.18943 13.38924
C 17.35262 14.70243 10.34155
C 10.24235 14.18231 11.72801
C 10.52161 14.76154 13.09194
C 14.66382 15.04244 8.56125
C 11.94584 12.29784 15.53791
C 15.73433 16.57008 13.52927
H 6.74619 14.92576 10.22037
H 16.44957 15.13032 10.73822
H 11.02613 11.47361 8.20445
H 12.78084 17.70949 9.60020
H 15.33888 8.04411 17.94674
H 13.87741 18.20221 7.53542
H 16.44711 12.86264 7.25243
H 13.15113 13.22627 19.15306
H 16.28283 18.23694 14.79504
H 17.69626 15.34438 9.55797
H 13.47603 8.80746 14.21487
H 17.40115 12.61965 10.86467
H 14.48298 13.95048 17.27571
H 12.01376 11.12494 9.73268
H 13.31732 6.69675 17.20133
H 14.48972 16.73312 6.60633
H 18.31215 11.93302 13.23877
H 10.16232 6.83360 11.54277
H 16.29096 16.95574 12.69495
H 18.59527 9.69100 14.57017
H 16.85595 10.32066 8.33349
H 12.35796 8.03399 11.80739
H 18.46811 11.73380 8.91998
H 16.76246 10.44229 6.53178
H 15.06459 14.76936 12.50792
H 9.35845 13.00066 8.09467
H 18.08825 14.87226 11.18191
H 10.55036 13.94515 13.87617
H 8.19028 14.95412 11.75504
H 13.76494 11.46046 6.92152
H 18.18752 13.10716 7.95313
H 6.61034 13.57985 9.02231
H 13.20347 10.07362 15.55439
H 15.60755 17.62368 7.70254
H 16.50184 8.66404 15.44486
H 13.33454 15.62716 16.47773
H 7.99769 7.88744 12.47052
H 14.90319 7.62701 15.74579
H 14.74257 12.11804 5.61870
H 7.27642 15.10558 8.60233
H 13.99414 13.21572 6.77772
H 12.51916 12.38973 8.59436
H 15.35772 14.87168 7.71661
H 15.33784 10.02341 7.43002
H 9.85762 15.60532 13.38431
H 19.30528 13.29688 9.37762
H 15.56065 9.66377 17.29307
H 10.81478 12.02783 18.71959
H 10.15794 11.55411 16.41014
H 11.53068 15.25808 13.11130
H 13.99142 9.29724 18.05090
H 8.18711 10.08612 13.64321
H 12.66434 7.17084 15.49532
H 16.20606 12.86302 12.89323
H 14.98991 17.48579 16.72949
H 12.27284 16.09010 11.42896
H 12.40088 8.18707 17.00452
```

Values from the calculation:
HOMO level (spin up / spin down)	-8.96 / -9.32	eV
charge	+1
frontier orbital gap (spin up / spin down)	6.29 / 4.89	eV
2S+1	4



Entry 3:
ORCA calculation (the ωB97M-V functional and the def2-TZVPD basis) on a single C9H14O2S2 molecule in a non-equilibrium geometry.

Structure (XYZ):
```
27
C9H14O2S2 (the ωB97M-V functional and the def2-TZVPD basis)
S -3.41577 1.69864 -0.49161
S -3.69757 -1.29652 -0.63194
O -0.61058 1.08555 -0.45969
O -0.60053 -1.17126 -0.38753
C 1.60576 -0.11573 -1.92563
C -2.64442 0.07872 -0.38189
C -1.64241 -0.13251 1.44687
C -2.26513 0.08330 2.59297
C -1.16963 0.00501 0.06305
C 0.75172 1.26239 0.04882
C 0.83730 -1.16634 0.07058
C 2.93321 0.16994 0.25465
C 1.52841 0.05551 -0.46126
H 3.69842 0.67917 -0.39375
H 2.33082 0.38279 -2.53205
H 1.00007 2.27045 -0.23065
H 2.67330 0.46378 1.22628
H -1.60202 0.08584 3.47452
H 0.63129 1.23780 1.17504
H 1.25957 -2.01013 -0.39251
H 0.72444 0.18148 -2.46109
H 0.84161 -1.30143 1.14728
H 3.39013 -0.92108 0.26189
H -2.28881 2.06191 -1.18645
H 1.77200 -1.21869 -2.11644
H -3.29316 -0.20553 2.86201
H -2.74801 -2.26304 -0.57148
```

Values from the calculation:
HOMO level (spin up / spin down)	-6.94 / -6.94	eV
relative energy (zero: lowest compared OMol25 entry of this formula, charge and spin)	268.0	kJ/mol
frontier orbital gap (spin up / spin down)	7.55 / 7.55	eV